Computed, not measured: a cluster of 15 separate species, C78H193N15O4 in total at a distorted geometry, with ωB97M-V with the def2-TZVPD basis set.

The LUMO energy is 0.02 eV. The molar mass is 1405.5 g mol⁻¹. As for the energy relative to the best compared isomer or geometry (same formula, charge and spin): 0.0 kcal/mol. As for the net charge: 0. The calculation puts the frontier orbital gap at 7.59 eV. The largest force on an atom is 3.07 eV/A. For the highest occupied orbital energy, the calculation gives -0.27792 Eh.

Cartesian coordinates (Å):
C: -4.47470 1.91528 1.08597
C: -5.95365 1.52117 1.01557
N: -6.44402 0.68893 2.08389
C: -7.93927 0.60067 2.16289
C: -8.51430 -0.27892 0.99410
C: -5.75015 -0.56685 2.28325
C: -6.15921 -1.13059 3.65715
H: -4.24051 2.63110 0.29803
H: -3.74990 1.11569 0.93295
H: -4.20787 2.44293 2.00166
H: -6.56142 2.42588 1.00066
H: -6.07556 0.93167 0.10688
H: -8.19621 0.19695 3.14222
H: -8.41487 1.58078 2.12698
H: -8.34306 0.12032 -0.00559
H: -8.10232 -1.28563 1.06398
H: -9.57316 -0.49474 1.13675
H: -4.66527 -0.47967 2.34282
H: -5.99378 -1.24649 1.46665
H: -6.04965 -0.44569 4.49799
H: -5.52749 -1.98335 3.90578
H: -7.16829 -1.54096 3.61887
C: -2.81555 -3.84384 0.60425
C: -3.88623 -4.35530 -0.34917
N: -4.98568 -3.46956 -0.34606
C: -6.12291 -4.05201 -1.03538
C: -7.46553 -3.32708 -0.67167
C: -4.76652 -2.06728 -0.74447
C: -4.12814 -1.93613 -2.12395
H: -2.19449 -4.69532 0.88239
H: -3.23883 -3.53274 1.55932
H: -2.15526 -3.08732 0.18022
H: -3.51877 -4.45143 -1.37084
H: -4.18883 -5.38230 -0.14473
H: -5.99234 -4.18895 -2.10883
H: -6.22966 -5.09075 -0.72275
H: -7.56461 -3.40706 0.41087
H: -7.52393 -2.29765 -1.02519
H: -8.31075 -3.92124 -1.01907
H: -4.01100 -1.67714 -0.06250
H: -5.67786 -1.47783 -0.64391
H: -4.73783 -2.37432 -2.91412
H: -3.20266 -2.50715 -2.19829
H: -4.05332 -0.88699 -2.40998
C: 0.70165 -2.57261 -0.89181
C: 0.76788 -1.70283 0.34625
N: 1.27932 -0.36415 -0.00913
C: 1.64735 0.45723 1.15069
C: 2.60903 1.57577 0.80594
C: 0.46529 0.39002 -0.99504
C: -0.97880 0.73744 -0.55727
H: -0.19243 -2.33182 -1.46690
H: 0.73109 -3.63914 -0.66873
H: 1.58448 -2.28714 -1.46385
H: -0.20001 -1.66221 0.84588
H: 1.40363 -2.18570 1.08837
H: 0.76646 0.84772 1.66025
H: 2.15516 -0.14413 1.90476
H: 3.05226 2.01171 1.70126
H: 3.43427 1.18561 0.21025
H: 2.09663 2.31401 0.18906
H: 0.41498 -0.10751 -1.96356
H: 0.99896 1.29924 -1.27186
H: -1.36989 1.49674 -1.23447
H: -1.10218 1.18330 0.42969
H: -1.59204 -0.16369 -0.55436
C: 7.98297 5.57486 -1.80194
C: 7.08660 4.54790 -2.52468
N: 6.82370 3.26251 -1.77390
C: 7.99617 2.36311 -1.61980
C: 8.57234 1.94038 -2.95905
C: 6.20593 3.53027 -0.43724
C: 4.93065 4.45383 -0.45336
H: 8.93484 5.10327 -1.55772
H: 7.55347 5.98531 -0.88807
H: 8.06608 6.45700 -2.43679
H: 6.17769 5.07631 -2.81238
H: 7.59133 4.35401 -3.47112
H: 7.64542 1.50235 -1.05044
H: 8.76797 2.79679 -0.98392
H: 7.78197 1.46065 -3.53635
H: 9.34336 1.17708 -2.85420
H: 9.00931 2.82266 -3.42675
H: 5.89904 2.55188 -0.06755
H: 6.93678 3.89218 0.28594
H: 5.19783 5.50187 -0.58865
H: 4.13683 4.17359 -1.14575
H: 4.51013 4.42106 0.55173
C: 1.70068 -6.23774 6.40550
C: 0.24892 -5.76392 6.17298
N: 0.03065 -4.95080 4.98523
C: 0.54480 -3.61470 5.28592
C: 0.99482 -3.05090 3.93244
C: -1.42360 -4.75686 4.75090
C: -2.03456 -6.03676 4.10055
H: 2.01534 -6.79936 5.52592
H: 1.75573 -6.81593 7.32787
H: 2.41007 -5.41183 6.45791
H: -0.34564 -6.67263 6.07895
H: -0.17052 -5.32758 7.07950
H: -0.16557 -2.93248 5.75288
H: 1.32094 -3.57383 6.05015
H: 1.37946 -2.03990 4.06671
H: 1.79881 -3.65254 3.50850
H: 0.17227 -3.02096 3.21787
H: -1.65263 -3.89209 4.12815
H: -1.95229 -4.54602 5.68049
H: -2.36635 -6.66038 4.93068
H: -1.31096 -6.52052 3.44444
H: -2.84127 -5.76781 3.41865
C: 1.74304 -9.57564 1.00371
C: 0.78293 -8.83122 0.10118
N: 1.32131 -7.58240 -0.49097
C: 2.51483 -7.72841 -1.30921
C: 2.25430 -8.64880 -2.53979
C: 1.55944 -6.56015 0.58980
C: 0.21384 -6.11912 1.19376
H: 2.73315 -9.69491 0.56375
H: 1.42371 -10.61765 1.02230
H: 1.86474 -9.23078 2.03053
H: 0.41348 -9.52261 -0.65617
H: -0.08518 -8.56574 0.70451
H: 2.84321 -6.73386 -1.61110
H: 3.29186 -8.20681 -0.71301
H: 1.67683 -8.08164 -3.26983
H: 3.27865 -8.79106 -2.88413
H: 1.86353 -9.64779 -2.34636
H: 2.00278 -5.70708 0.07617
H: 2.12466 -6.90741 1.45468
H: -0.03760 -6.87505 1.93770
H: -0.59632 -6.11304 0.46458
H: 0.35686 -5.16301 1.69724
C: -0.61200 4.01680 1.88013
C: -0.39069 5.41014 2.31085
N: 0.75141 6.11630 1.64697
C: 2.10118 5.53789 1.82089
C: 2.67769 5.64830 3.24002
C: 0.67730 7.54312 2.04587
C: 1.75753 8.40651 1.31749
H: -1.44039 3.52040 2.38557
H: 0.22658 3.37371 2.14716
H: -0.80029 3.95839 0.80811
H: -1.32679 5.95281 2.17917
H: -0.09332 5.47075 3.35775
H: 2.27283 4.53526 1.42926
H: 2.81076 6.02158 1.14959
H: 2.83099 6.66799 3.59334
H: 1.94476 5.16510 3.88611
H: 3.61073 5.11655 3.42648
H: 0.63534 7.63239 3.13140
H: -0.28265 7.90609 1.67866
H: 1.62242 9.45294 1.59102
H: 1.70858 8.35210 0.22995
H: 2.76187 8.14024 1.64691
C: 1.77158 1.36282 4.71139
C: 3.34483 1.39471 4.50975
N: 3.93985 2.62678 5.00751
C: 3.75480 2.72237 6.47238
C: 3.94414 4.13911 6.92746
C: 5.38994 2.74493 4.64627
C: 5.73171 2.66855 3.11692
H: 1.37123 1.12306 5.69644
H: 1.32492 0.59086 4.08475
H: 1.33159 2.31147 4.40387
H: 3.82309 0.51533 4.94109
H: 3.46864 1.26870 3.43416
H: 4.38124 2.05695 7.06641
H: 2.75434 2.42467 6.78633
H: 3.59967 4.22490 7.95803
H: 3.31223 4.82255 6.36027
H: 4.96781 4.51045 6.87936
H: 5.77160 3.69720 5.01452
H: 5.93690 1.93615 5.13086
H: 5.66144 1.63530 2.77698
H: 5.03173 3.28506 2.55297
H: 6.75383 2.96487 2.88122
C: -5.02780 0.02812 -6.99694
C: -3.97554 -0.36787 -5.96357
N: -2.64650 -0.85189 -6.47111
C: -1.77688 -1.44473 -5.49457
C: -1.31140 -0.54362 -4.28767
C: -1.92288 0.16292 -7.24792
C: -0.64146 -0.36211 -8.01571
H: -6.01739 0.05871 -6.54099
H: -5.14774 -0.66502 -7.82958
H: -4.76339 0.99973 -7.41426
H: -3.87867 0.40416 -5.20023
H: -4.41264 -1.22002 -5.44311
H: -2.30398 -2.30222 -5.07626
H: -0.90984 -1.89695 -5.97607
H: -0.76372 -1.14517 -3.56220
H: -0.54682 0.11331 -4.70234
H: -2.05202 0.06808 -3.77249
H: -1.75416 0.99974 -6.57015
H: -2.58707 0.54725 -8.02203
H: -0.31142 0.41516 -8.70492
H: -0.79526 -1.23692 -8.64750
H: 0.13701 -0.71269 -7.33808
C: -1.58090 -0.46515 3.07849
C: -2.20458 -0.70313 4.42333
N: -1.78623 0.22126 5.46954
C: -2.31090 1.56921 5.28310
C: -3.86401 1.74397 5.29508
C: -2.27290 -0.43799 6.71779
C: -1.83907 0.34447 7.96254
H: -0.51856 -0.68141 2.96553
H: -1.81745 0.48615 2.60187
H: -2.06137 -1.19293 2.42458
H: -3.28578 -0.60150 4.32969
H: -1.92994 -1.72693 4.67731
H: -1.82629 2.19851 6.02958
H: -1.97180 2.10477 4.39637
H: -4.30138 1.32445 6.20107
H: -4.08682 2.80261 5.16193
H: -4.22561 1.28910 4.37289
H: -1.87687 -1.45195 6.77393
H: -3.35632 -0.54134 6.65752
H: -2.14086 -0.22842 8.83936
H: -2.28190 1.33659 8.05031
H: -0.75712 0.40662 8.07918
C: -3.59014 2.92527 -2.89597
C: -3.90898 3.60642 -4.24515
N: -4.65188 4.85251 -4.12280
C: -3.88240 5.96515 -3.45677
C: -4.92725 6.81878 -2.73105
C: -5.09679 5.27044 -5.46398
C: -6.08291 4.30261 -6.08359
H: -3.02453 3.53795 -2.19396
H: -3.27191 1.89851 -3.07652
H: -4.53870 2.79261 -2.37566
H: -3.03859 3.76151 -4.88271
H: -4.55185 2.89392 -4.76202
H: -3.16054 5.59602 -2.72824
H: -3.32963 6.58755 -4.16045
H: -5.73448 7.26486 -3.31199
H: -5.45250 6.22592 -1.98222
H: -4.45347 7.62680 -2.17362
H: -4.28597 5.62084 -6.10263
H: -5.63183 6.19869 -5.26353
H: -6.84020 4.10003 -5.32624
H: -5.67374 3.38578 -6.50796
H: -6.67681 4.80111 -6.84968
C: 4.45970 0.66830 -2.37728
C: 3.90773 1.59641 -3.43808
O: 2.77645 1.43319 -3.86404
N: 4.69327 2.61713 -3.74107
C: 4.29742 3.67697 -4.62924
H: 5.01241 1.24212 -1.63341
H: 5.09437 -0.08311 -2.84704
H: 3.71734 0.09919 -1.81771
H: 5.56128 2.63908 -3.22515
H: 4.72284 4.62359 -4.29602
H: 3.21508 3.73178 -4.74606
H: 4.75001 3.51612 -5.60770
C: -0.12523 2.98201 -5.15988
C: 0.02760 3.89048 -3.96953
O: -0.75414 4.82710 -3.90191
N: 0.88288 3.54844 -3.02535
C: 1.05880 4.15476 -1.73984
H: -1.12210 2.75928 -5.54033
H: 0.24805 1.98422 -4.92926
H: 0.41596 3.48367 -5.96210
H: 1.56665 2.83577 -3.23668
H: 0.20490 4.10081 -1.06453
H: 1.34511 5.20399 -1.81227
H: 1.86967 3.54559 -1.34047
C: 0.37508 -5.23840 -3.46625
C: 1.02190 -4.29544 -4.45092
O: 0.39603 -4.02251 -5.43459
N: 2.21557 -3.79166 -4.14724
C: 2.83264 -2.75532 -4.92103
H: -0.70341 -5.12926 -3.35199
H: 0.91429 -5.09729 -2.52954
H: 0.66197 -6.22702 -3.82459
H: 2.66564 -4.02315 -3.27320
H: 2.09370 -2.09545 -5.37562
H: 3.31129 -3.28300 -5.74599
H: 3.56660 -2.17356 -4.36339
C: 5.68961 -5.13560 -2.11048
C: 4.68823 -4.20780 -1.40574
O: 3.51769 -4.31287 -1.71348
N: 5.14814 -3.41267 -0.40019
C: 4.21528 -2.44462 0.25287
H: 5.39011 -5.38844 -3.12757
H: 5.62219 -6.02941 -1.49028
H: 6.70769 -4.74800 -2.07327
H: 6.12218 -3.56217 -0.17883
H: 3.32966 -2.99752 0.56604
H: 3.86870 -1.65869 -0.41817
H: 4.62145 -1.92232 1.11909

Forces on the atoms, in the same order (eV/Å):
0.178 0.448 0.037
0.442 -0.620 -0.132
-0.538 1.207 1.447
0.902 -0.757 -1.294
-0.088 -0.309 1.289
-0.796 0.130 1.203
0.142 -1.129 -0.441
-0.230 0.039 -0.246
-0.236 -0.334 0.128
-0.167 -0.155 0.316
-0.042 -0.045 -0.263
-0.145 0.401 -0.877
-0.078 -0.164 -0.209
0.466 0.250 -0.090
0.029 0.106 0.145
0.381 0.101 -0.185
-0.252 0.502 -0.103
0.042 0.586 -0.446
0.169 -0.554 0.099
-0.144 0.368 -0.323
0.143 -0.167 -0.094
-0.088 0.153 0.217
0.525 -1.234 0.203
1.104 0.520 -0.308
-2.683 0.618 0.096
-1.270 0.171 0.502
0.837 -1.224 -0.079
1.538 -0.930 -0.170
-0.853 -0.153 -0.638
0.336 0.057 -0.125
-0.261 0.394 -0.150
-0.149 0.141 0.041
0.740 -0.036 -0.378
-0.309 0.150 0.623
0.100 0.559 -0.532
0.028 -0.052 0.453
0.171 0.519 0.128
-0.128 -0.187 0.079
-0.017 0.190 -0.509
-0.254 0.309 0.374
0.110 -0.215 -0.006
-0.363 -0.099 0.009
0.355 0.547 0.160
0.567 0.029 0.102
0.125 0.407 -0.005
-0.211 0.406 -0.072
0.343 0.010 -0.003
0.020 -0.346 -0.051
-0.091 -0.023 -0.495
-0.223 0.098 0.612
0.378 0.012 -0.089
-0.014 -0.187 -0.186
-0.096 0.050 0.022
-0.038 -0.379 -0.351
-0.439 0.136 0.060
0.419 0.337 0.028
-0.250 0.284 0.126
-0.074 -0.567 -0.083
-0.303 0.301 -0.071
0.056 -0.121 -0.057
0.222 0.276 0.302
0.047 -0.489 0.203
0.097 0.107 0.349
-0.250 -0.256 -0.283
0.475 -0.024 0.217
-0.241 0.026 -0.230
-0.531 -0.249 0.074
0.748 0.028 0.788
-0.076 1.224 -0.008
-0.521 0.359 0.063
-0.124 -0.130 0.461
-0.997 -0.102 -1.113
1.190 -0.330 0.542
0.202 0.409 -0.106
-0.143 -0.361 0.198
0.533 -0.156 -0.206
-0.380 -0.496 0.327
-0.132 -0.473 -0.005
-0.174 -0.171 -0.099
0.263 0.331 0.077
0.002 0.371 -0.392
0.148 0.157 0.212
-0.081 -0.314 -0.445
-0.070 -0.119 0.114
0.148 0.352 0.046
0.012 -0.001 -0.318
0.286 -0.171 -0.168
-0.093 -0.156 0.053
-0.487 0.742 -0.684
-0.085 -1.510 0.179
-0.633 1.116 1.445
0.682 0.699 -1.314
0.476 0.587 0.684
-0.134 -1.552 -0.816
0.250 1.047 0.295
-0.013 -0.381 0.190
0.082 -0.107 -0.181
-0.070 0.135 0.266
-0.047 -0.198 -0.245
0.065 0.627 0.285
-0.779 -0.050 -0.122
0.520 -0.579 -0.392
-0.027 0.250 -0.177
-0.044 -0.141 0.039
-0.046 -0.018 0.039
0.624 0.006 -0.251
-0.007 -0.006 0.435
-0.161 -0.439 -0.531
0.135 -0.122 0.485
-0.397 -0.048 0.378
0.534 -1.251 -0.181
0.337 0.756 0.101
-0.232 0.687 1.289
-1.209 -1.571 0.069
1.229 1.228 0.565
-1.802 -0.224 -1.274
0.596 -0.609 0.101
0.171 0.395 -0.030
-0.283 -0.097 0.460
-0.171 0.215 -0.118
0.135 0.274 -0.266
-0.125 0.099 -0.225
-0.003 -0.102 -0.161
0.609 0.104 0.059
-0.079 -0.444 -0.088
-0.082 -0.189 -0.737
-0.247 0.299 0.227
0.399 -0.030 0.232
0.783 -0.119 -0.261
-0.230 0.259 0.189
0.191 0.297 -0.131
-0.331 0.022 0.042
0.246 -1.463 -0.240
1.536 1.034 0.501
-0.462 -0.056 -0.686
0.842 0.602 0.141
-0.610 -0.468 0.294
0.461 -0.346 -1.848
-0.324 -0.150 1.180
-0.335 0.365 0.075
0.339 -0.023 -0.309
0.063 -0.067 -0.018
0.293 0.471 -0.131
-0.744 -0.338 0.661
-1.096 -0.487 0.307
-0.309 0.742 -0.184
-0.179 0.123 -0.185
0.112 0.066 0.453
0.031 -0.144 -0.385
0.471 0.337 0.288
-0.162 -0.054 0.075
-0.090 0.061 0.032
-0.192 -0.323 0.093
0.044 -0.028 -0.101
0.754 -0.283 -0.211
-1.678 -0.035 0.053
0.567 -0.282 -0.137
-0.054 0.402 -0.483
-0.202 0.734 0.561
-0.359 -0.101 -0.697
-0.765 -0.337 0.882
0.448 0.139 0.224
0.151 -0.036 -0.221
0.130 0.134 -0.049
0.026 -0.398 0.388
0.316 0.396 0.046
0.629 -0.342 -0.194
-0.181 0.007 -0.619
0.199 0.045 0.185
0.024 -0.064 -0.213
0.022 -0.118 -0.001
-0.150 -0.070 0.168
0.302 -0.139 0.311
-0.236 -0.021 -0.141
0.044 0.010 -0.112
-0.015 0.277 0.352
0.550 0.310 -0.316
0.635 -1.549 -0.082
-0.729 0.774 -1.122
-0.698 -0.356 1.810
0.813 -0.305 -1.253
-0.106 -0.801 -0.760
-0.816 0.180 0.782
0.106 0.342 0.244
0.446 -0.217 0.048
-0.359 0.123 -0.111
0.127 0.480 0.030
0.229 -0.221 0.260
-0.162 -0.151 0.097
-0.012 0.237 0.027
-0.225 -0.226 0.098
-0.015 0.361 0.196
-0.214 -0.224 -0.165
0.765 0.404 -0.152
-0.173 -0.027 -0.004
0.329 0.149 0.340
-0.770 -0.040 0.075
0.237 0.586 0.031
-0.384 -0.280 -1.199
0.534 0.832 -0.481
0.098 -1.343 0.278
-0.547 0.879 0.660
1.340 -0.071 -0.495
0.797 1.653 0.057
-0.293 -0.724 0.389
0.076 0.253 0.521
0.110 0.290 0.293
-0.067 -0.195 -0.341
-0.371 -0.574 -0.196
-0.230 0.048 0.437
-0.286 -0.066 0.494
0.344 -0.831 -0.573
-0.294 0.159 -0.232
-0.086 0.049 0.415
-0.496 -0.298 0.258
0.211 0.086 -0.170
-0.324 -0.034 0.275
-0.287 0.050 0.146
0.038 -0.045 -0.129
0.076 0.185 -0.471
-1.171 0.492 -0.362
0.055 -0.360 0.609
1.003 0.202 -0.175
-1.746 -0.278 -0.198
0.099 0.164 0.872
-0.526 0.851 1.159
-0.549 0.404 -0.130
0.696 -0.366 -0.318
0.763 0.192 0.204
-0.359 0.044 -0.029
0.495 -0.134 0.099
-0.050 0.030 -0.128
-0.103 -0.222 -0.191
0.171 -0.144 -0.312
0.304 -0.072 -0.524
0.119 -0.267 0.033
0.130 0.199 -0.068
0.494 -0.559 -0.351
-0.303 0.115 -0.165
0.173 -0.502 0.190
0.013 0.059 0.158
0.308 0.082 -0.365
0.377 -0.371 0.248
-0.737 -0.759 1.323
-0.736 0.028 -0.644
0.149 0.112 -0.086
0.612 0.201 -0.639
0.365 -0.074 -0.146
0.333 0.082 0.016
-0.510 0.293 -0.418
0.295 0.523 0.164
-0.346 0.016 0.237
0.148 -0.026 0.189
-0.209 -0.067 -0.270
1.013 -0.864 -0.229
-2.897 -0.019 -1.008
0.126 0.951 0.725
0.982 -0.770 0.317
0.403 0.248 0.043
-0.273 0.877 0.560
0.699 0.144 -0.321
0.187 -0.445 -0.280
-0.259 -0.353 -0.329
-0.172 -0.158 -0.260
0.111 0.049 0.091
0.060 0.511 0.555
1.712 -0.203 0.591
-1.280 -0.480 1.346
-0.692 1.001 -2.478
0.644 0.438 1.163
0.051 -0.462 -1.211
0.270 0.112 -0.269
-0.418 -0.288 0.431
-0.466 -0.240 0.113
-0.259 -0.163 0.063
-0.076 0.063 0.228
0.465 0.520 -0.344
-0.149 -0.183 0.171
-0.055 0.510 1.036
0.811 -0.618 -0.325
-0.774 0.601 0.289
-0.589 0.279 -0.482
0.165 -0.625 -0.097
-0.111 0.253 0.197
0.282 -0.327 -0.196
0.031 -0.117 -0.110
-0.247 0.620 0.303
0.071 0.025 0.033
0.124 -0.202 -0.332
0.451 -0.451 -0.045

Results of the Mulliken charge analysis, in e, for atoms 1 through 8: -0.9740, -0.3555, 0.1126, -0.8111, -0.5215, 1.7297, -2.0202, 0.6356